An isolated molecule of C24H40O4, computed with ωB97M-V/def2-TZVPD.

Properties
largest force on an atom	0.0132	Eh/bohr
LUMO level	0.62	eV
orbital gap	0.3760	hartree
SMILES string	C[C@H](CCC(=O)O)[C@H]1CC[C@H]2[C@@H]3C[C@H](O)[C@@H]4C[C@H](O)CC[C@]4(C)[C@H]3CC[C@]12C
energy relative to the best compared isomer or geometry (same formula, charge and spin)	1.55	kcal per mole
DFT total energy	-33729.463	eV
molecular weight	392.58	g/mol

Atoms and positions in Å:
C 3.8718 1.8665 -0.1060
C 3.8256 0.3661 -0.3954
C 4.8509 0.0361 -1.5059
C 6.0655 -0.7320 -0.9812
C 6.8945 0.0949 -0.0325
O 7.1787 1.2541 -0.1681
O 7.3179 -0.6269 1.0151
C 2.4264 -0.1231 -0.8049
C 2.4099 -1.6555 -1.0474
C 1.0281 -2.1726 -0.6100
C 0.2219 -0.8929 -0.4163
C -1.0839 -0.9696 0.3689
C -2.0175 -2.0213 -0.2276
C -3.3740 -2.0206 0.4764
O -4.2168 -3.0392 -0.0151
C -4.0321 -0.6269 0.4150
C -4.4679 -0.2738 -1.0125
C -5.1710 1.0838 -1.0711
O -5.6194 1.3805 -2.3763
C -4.2383 2.1604 -0.5200
C -3.8255 1.8083 0.9034
C -3.1123 0.4472 1.0437
C -2.9771 0.1948 2.5531
C -1.7313 0.4281 0.3416
C -0.7488 1.4686 0.8941
C 0.5908 1.4746 0.1498
C 1.2474 0.0932 0.1786
C 1.6733 -0.2716 1.6025
H 4.9044 2.1876 0.0059
H 3.3460 2.1141 0.8110
H 3.4249 2.4264 -0.9245
H 4.1233 -0.1650 0.5136
H 5.2032 0.9626 -1.9607
H 4.3881 -0.5597 -2.2908
H 6.7170 -0.9966 -1.8187
H 5.7699 -1.6515 -0.4760
H 7.8691 -0.0854 1.6022
H 2.1662 0.3856 -1.7404
H 2.5821 -1.8833 -2.0988
H 3.2023 -2.1374 -0.4754
H 0.5882 -2.8266 -1.3615
H 1.0887 -2.7309 0.3241
H -0.0274 -0.5172 -1.4174
H -0.8687 -1.2602 1.3990
H -2.1560 -1.8339 -1.2958
H -1.5737 -3.0131 -0.1242
H -3.2309 -2.2904 1.5274
H -4.3121 -2.9268 -0.9675
H -4.9467 -0.6784 1.0176
H -3.6119 -0.2474 -1.6910
H -5.1658 -1.0313 -1.3777
H -6.0856 1.0492 -0.4692
H -4.8510 1.4651 -2.9528
H -3.3611 2.2487 -1.1662
H -4.7517 3.1241 -0.5280
H -3.1963 2.6013 1.3078
H -4.7288 1.7719 1.5175
H -3.9574 0.0149 2.9890
H -2.3506 -0.6625 2.7746
H -2.5500 1.0657 3.0442
H -1.8937 0.6765 -0.7121
H -0.5685 1.2834 1.9518
H -1.1819 2.4656 0.8032
H 1.2315 2.2289 0.6052
H 0.4232 1.7691 -0.8896
H 2.3162 0.5047 2.0095
H 0.8187 -0.3703 2.2640
H 2.2204 -1.2087 1.6190